# 1
Formula: CH2N4S2
Source: the Open Molecules 2025 dataset
Level of theory: ωB97M-V/def2-TZVPD

Each line ends with the Mulliken charge.
Atoms and positions in Å:
1 S 2.398 0.922 0.438  -0.172
2 C -1.356 0.085 -0.213  0.577
3 N 0.881 -1.197 0.163  0.038
4 S -1.965 1.510 0.272  -0.159
5 H -2.940 1.559 -0.495  0.136
6 N 0.936 0.079 0.315  -0.052
7 N -1.168 -1.099 -0.318  0.205
8 H 3.320 0.037 0.049  0.159
9 N -0.104 -1.896 -0.211  -0.733

Energy relative to the best compared isomer or geometry (same formula, charge and spin) (eV): 3.8762
Frontier orbital gap (eV): 7.609

# 2
Formula: CH2N5
Source: the Open Molecules 2025 dataset
Level of theory: ωB97M-V/def2-TZVPD

Each line ends with the Mulliken charge.
Atoms and positions in Å:
1 N -2.433 -0.537 -0.242  -0.119
2 N 0.915 -1.307 0.031  -0.452
3 N 0.305 0.837 0.582  0.091
4 C -1.299 -0.436 -0.068  0.292
5 N 0.751 1.844 0.307  -0.202
6 H 1.166 2.201 -0.504  0.279
7 H 0.505 -2.226 -0.193  0.349
8 N 0.090 -0.377 0.087  0.762

Charge: +1
Energy relative to the best compared isomer or geometry (same formula, charge and spin) (eV): 3.4680
SMILES: [H]/N=N\[N+](C#N)=N\[H]
Frontier orbital gap (eV): 8.263

# 3
Formula: CH2N6O3
Source: the Open Molecules 2025 dataset
Level of theory: ωB97M-V/def2-TZVPD

Each line ends with the Mulliken charge.
Atoms and positions in Å:
1 H 0.539 -1.349 0.271  0.257
2 O -2.973 -1.411 0.538  -0.514
3 H 0.982 -0.775 -1.191  0.197
4 N -2.033 -1.090 -0.074  1.095
5 C -0.117 0.387 0.263  0.607
6 N 1.113 2.364 0.038  -0.670
7 O -1.556 -1.270 -1.106  -0.459
8 O -1.221 -0.147 0.819  -0.369
9 N 2.095 1.635 0.142  0.539
10 N 2.409 0.536 0.314  -0.293
11 N 0.769 -0.562 -0.233  -0.384
12 N -0.006 1.682 0.219  -0.005

Energy relative to the best compared isomer or geometry (same formula, charge and spin) (eV): 1.0470
Frontier orbital gap (eV): 8.684

# 4
Formula: CH2NO2P
Source: the Open Molecules 2025 dataset
Level of theory: ωB97M-V/def2-TZVPD

Each line ends with the Mulliken charge.
Atoms and positions in Å:
1 C -0.447 0.635 -0.927  0.211
2 O 0.616 0.432 1.636  -0.421
3 H -0.504 0.952 -1.980  0.376
4 P 0.410 -0.706 0.780  0.635
5 H 0.690 -1.988 1.216  0.135
6 O -0.747 1.332 0.010  -0.465
7 N -0.016 -0.657 -0.735  -0.471

Energy relative to the best compared isomer or geometry (same formula, charge and spin) (eV): 1.7649
Frontier orbital gap (eV): 9.224

# 5
Formula: CH2NO3P
Source: the Open Molecules 2025 dataset
Level of theory: ωB97M-V/def2-TZVPD

Each line ends with the Mulliken charge.
Atoms and positions in Å:
1 C 1.229 -2.902 0.557  0.378
2 H -1.300 0.223 -0.582  -0.219
3 H -1.768 -0.417 -1.076  0.198
4 O -1.047 3.094 0.932  -0.521
5 O 0.374 3.216 -1.217  -0.567
6 P 0.125 2.526 0.144  0.118
7 N 1.210 -4.065 0.695  -0.684
8 O 1.177 -1.674 0.548  -0.702

Charge: -2
Energy relative to the best compared isomer or geometry (same formula, charge and spin) (eV): 0.4902
Frontier orbital gap (eV): 8.203

# 6
Formula: CH2NO3P
Source: the Open Molecules 2025 dataset
Level of theory: ωB97M-V/def2-TZVPD

Each line ends with the Mulliken charge.
Atoms and positions in Å:
1 P 1.718 -0.662 -0.035  0.468
2 O 0.323 -1.410 0.533  -0.493
3 H -0.053 -1.710 1.406  0.345
4 C -0.602 1.292 0.127  0.702
5 N -1.437 0.804 -0.619  -0.545
6 O 0.040 1.842 0.907  -0.422
7 O 1.453 -0.098 -1.327  -0.355
8 H -1.442 -0.058 -0.992  0.300

Energy relative to the best compared isomer or geometry (same formula, charge and spin) (eV): 0.2319
SMILES: N=C=O.O=PO
Frontier orbital gap (eV): 10.560